*1*
The following is a quantum chemistry calculation of a single C8H13NOS molecule, from OMol25.

As for the SMILES: C=C[C@@](CS)(/N=C/C)C(C)=O. The frontier orbital gap comes out at 9.8 eV. As for the lowest unoccupied orbital energy: 0.032 Eh. The HOMO energy is -8.8961 eV.

Last column: Löwdin charge in e.
Positions of all 24 atoms, in Å:
C1 1.311 2.151 0.928  0.017
C2 0.908 0.978 1.403  -0.057
C3 0.343 -0.222 0.357  -0.497
C4 1.059 -1.421 0.945  -0.504
S1 0.612 -3.049 0.142  0.647
N1 -1.048 -0.346 0.422  0.030
C5 -1.859 0.613 0.116  -0.177
C6 -3.377 0.310 -0.063  -0.060
C7 0.611 0.067 -1.190  -0.343
C8 1.904 -0.551 -1.787  -0.020
O1 -0.196 0.787 -1.756  0.065
H1 1.824 2.848 1.545  0.046
H2 1.215 2.307 -0.177  0.077
H3 0.782 0.758 2.411  0.074
H4 0.701 -1.471 2.020  0.093
H5 2.171 -1.425 0.752  0.078
H6 -0.811 -2.772 0.082  -0.082
H7 -1.434 1.656 0.076  0.125
H8 -4.033 0.605 0.877  0.106
H9 -3.743 1.098 -0.814  0.086
H10 -3.409 -0.717 -0.368  0.049
H11 2.086 -0.185 -2.888  0.122
H12 1.578 -1.533 -1.956  0.013
H13 2.805 -0.487 -1.075  0.111

=====

*2*
The following is a quantum chemistry calculation of a single C8H13NOS molecule, from OMol25.

As for the SMILES: CCCCCn1sccc1=O. The frontier orbital gap comes out at 9.1 eV. As for the lowest unoccupied orbital energy: 0.022 Eh. The HOMO energy is -8.5005 eV.

Last column: Löwdin charge in e.
Positions of all 24 atoms, in Å:
C1 -0.070 -3.745 -0.183  -0.117
C2 0.762 -2.590 -0.848  -0.282
C3 -0.153 -1.700 -1.706  -0.206
C4 0.555 -0.299 -2.045  -0.186
C5 1.125 0.623 -0.946  -0.196
N1 0.183 0.934 0.124  -0.369
S1 -1.119 1.928 -0.177  1.028
C6 -1.529 2.030 1.489  -0.372
C7 -0.707 1.253 2.182  -0.085
C8 0.463 0.713 1.416  -0.512
O1 1.484 0.069 1.664  0.018
H1 0.618 -4.340 0.526  0.089
H2 -0.427 -4.423 -1.032  0.091
H3 -0.800 -3.408 0.497  0.036
H4 1.080 -2.036 -0.028  0.060
H5 1.533 -2.969 -1.586  0.127
H6 -1.100 -1.679 -0.994  0.133
H7 -0.436 -2.168 -2.753  0.136
H8 -0.138 0.249 -2.650  0.068
H9 1.472 -0.339 -2.775  0.143
H10 1.400 1.630 -1.336  0.132
H11 1.878 0.110 -0.445  0.085
H12 -2.415 2.524 1.853  0.080
H13 -0.577 1.197 3.225  0.098

=====

Ranking the structures above by stability puts *2* first and *1* last.